Entry 1:
ORCA calculation (wB97M-V/def2-TZVPD) on a 22-piece molecular cluster, C21H84F2N43O25S2 overall.

Structure (XYZ):
```
177
Properties=species:S:1:pos:R:3
N 0.5684 0.5054 -0.9229
S 1.2590 -0.8315 -0.7928
O 0.5991 -1.9233 -1.4961
O 1.9434 -1.1350 0.4915
F 2.5466 -0.5372 -1.6690
S -0.3327 0.2778 0.4845
O 0.1690 0.8200 1.7420
O -1.1645 -0.8833 0.5332
F -1.4477 1.3260 0.1062
C -0.6485 -3.1588 -6.8473
O 0.0399 -3.7506 -6.0132
N -0.1118 -2.9094 -8.0228
N -1.8668 -2.6011 -6.5931
H -0.5680 -2.3501 -8.7294
H 0.8748 -3.1200 -7.9751
H -2.4042 -2.2673 -7.3804
H -2.3343 -2.6217 -5.6980
C -2.4436 -1.2039 4.5084
O -1.3359 -1.5895 4.8627
N -3.5524 -1.8180 4.7441
N -2.5991 -0.1658 3.8115
H -3.4670 -2.6917 5.2436
H -4.4148 -1.4310 4.3883
H -3.5342 0.0378 3.4886
H -1.7410 0.1896 3.4146
C 4.8979 -3.3012 0.2539
O 5.7670 -3.4341 1.0630
N 3.7316 -3.9042 0.3751
N 5.0681 -2.7307 -0.9858
H 3.2664 -3.9205 -0.5212
H 3.5132 -4.3733 1.2425
H 5.8629 -2.1255 -1.1341
H 4.2143 -2.6186 -1.5135
C 4.6588 1.1829 1.6523
O 3.7972 1.8714 2.1903
N 5.9417 1.4873 1.6500
N 4.5124 0.1655 0.9937
H 6.6593 1.0336 1.1031
H 6.1719 2.3982 2.0207
H 3.6309 -0.3276 0.9996
H 5.2940 -0.2463 0.5043
C -4.7702 0.5324 0.9503
O -5.5253 1.4853 1.0479
N -4.9032 -0.5435 1.6420
N -4.0048 0.2947 -0.0361
H -5.4951 -0.3235 2.4303
H -4.4377 -1.4062 1.3988
H -3.7283 -0.6705 -0.1456
H -3.6951 1.0725 -0.6010
C -5.3675 4.7269 -1.3264
O -4.6680 4.8894 -2.2923
N -5.8379 3.5858 -0.8898
N -5.6013 5.6945 -0.5514
H -6.2672 3.4631 0.0162
H -5.4507 2.9284 -1.5517
H -5.1227 6.5488 -0.7987
H -6.4180 5.5631 0.0282
C 1.8391 -2.2711 4.2075
O 2.0008 -3.1572 5.0356
N 1.3080 -2.5668 3.0906
N 2.1350 -0.9727 4.4378
H 1.1053 -3.5387 2.9051
H 1.0189 -1.9502 2.3447
H 2.0238 -0.3242 3.6716
H 2.1739 -0.7690 5.4263
C 3.1312 2.7675 -1.9101
O 4.2286 3.2944 -2.0388
N 2.4145 2.3508 -2.9407
N 2.6044 2.3957 -0.7538
H 2.9084 2.3487 -3.8217
H 1.5625 1.8320 -2.7826
H 1.6977 1.9514 -0.7775
H 3.2418 2.4771 0.0254
C -0.1418 5.8940 1.2442
O 0.3724 6.9180 0.7353
N -0.2676 4.8515 0.4460
N -0.4955 5.8083 2.5440
H -0.7506 4.0566 0.8398
H 0.1552 4.8789 -0.4708
H -1.2048 5.1656 2.8665
H -0.3498 6.7004 2.9945
C -3.1954 3.4989 2.9766
O -2.1144 3.2774 3.4843
N -4.3118 3.6183 3.7268
N -3.6234 3.7411 1.8024
H -3.9655 3.7642 4.6643
H -4.9698 4.2431 3.2831
H -2.9366 3.8183 1.0659
H -4.6064 3.7306 1.5703
C -0.7856 -5.5962 4.1204
O -1.2024 -6.6365 3.9542
N -1.4583 -4.4774 3.9318
N 0.3996 -5.3700 4.4940
H -1.0348 -3.5787 4.1135
H -2.4028 -4.6092 3.5991
H 0.5846 -4.4519 4.8719
H 0.9728 -6.1806 4.6799
C 3.4586 5.4781 0.7215
O 2.8403 6.0841 -0.1557
N 4.6471 5.6949 1.0731
N 2.8532 4.5707 1.4864
H 5.1473 6.4354 0.6024
H 5.0639 5.3336 1.9191
H 3.6015 3.9612 1.7840
H 1.8836 4.2944 1.4270
C 2.3359 -3.7773 -3.3136
O 3.0821 -3.7836 -2.3788
N 1.5327 -4.6911 -3.7014
N 2.3991 -2.7690 -4.1844
H 1.0443 -4.5366 -4.5719
H 1.3846 -5.4836 -3.0931
H 1.7886 -2.7466 -4.9887
H 2.7717 -1.8865 -3.8643
C -1.8929 2.6822 -2.6271
O -2.7706 2.1395 -2.0822
N -0.5801 2.6433 -2.4830
N -2.2125 3.6406 -3.4128
H -0.2215 1.9232 -1.8723
H 0.0936 3.2195 -2.9670
H -3.1304 4.0615 -3.3942
H -1.3581 4.0628 -3.7473
C -2.8335 -1.3217 -3.4694
O -3.1599 -2.2702 -4.1657
N -1.9059 -1.1933 -2.5666
N -3.5111 -0.2089 -3.6342
H -1.3000 -2.0013 -2.5793
H -1.5157 -0.3400 -2.1928
H -3.4294 0.5826 -3.0121
H -4.0847 -0.0491 -4.4500
C -0.1114 -0.1083 7.8283
O 0.1157 0.2450 8.9618
N -0.1889 -1.3302 7.3608
N -0.2539 0.5858 6.7947
H -0.8142 -1.5407 6.5961
H -0.1075 -1.9963 8.1156
H -0.2477 0.1806 5.8695
H 0.0406 1.5510 6.8354
C -3.0489 -3.5077 -0.0661
O -4.0813 -3.0515 0.4033
N -2.9203 -4.0017 -1.2722
N -1.9299 -3.5714 0.5618
H -2.0054 -4.3556 -1.5124
H -3.7605 -4.0606 -1.8297
H -1.9480 -3.0233 1.4100
H -1.1318 -3.9232 0.0526
C 0.5625 -5.7579 0.6121
O 1.2408 -5.1265 1.3799
N -0.2682 -6.5556 1.1827
N 0.4215 -5.5172 -0.7044
H -0.8788 -7.1860 0.6827
H -0.3578 -6.4226 2.1799
H 1.2013 -4.9276 -0.9579
H -0.3795 -5.7377 -1.2788
C -0.3951 1.3184 -5.6972
O -1.4624 1.3217 -6.1614
N 0.5119 2.1553 -5.8542
N 0.0108 0.3292 -4.8606
H 1.4705 1.8786 -5.6970
H 0.2234 3.0532 -6.2157
H 0.8611 0.5513 -4.3628
H -0.8241 -0.1409 -4.5413
C 3.5661 -0.1381 -6.2844
O 3.3211 0.9961 -5.9462
N 2.6820 -0.8582 -6.9491
N 4.6708 -0.7576 -6.2041
H 3.0570 -1.6847 -7.3922
H 1.7445 -0.4847 -6.9917
H 4.8063 -1.6728 -6.6092
H 5.5096 -0.2638 -5.9346
C 1.8155 2.6235 5.0318
O 2.9081 2.6455 5.6259
N 0.7116 3.1981 5.4904
N 1.6921 2.1984 3.7849
H 0.9453 3.8256 6.2465
H -0.1954 3.0104 5.0878
H 0.8764 2.3541 3.2100
H 2.5332 1.8335 3.3612
```

Values from the calculation:
- maximum force (hartree/bohr) = 0.2190
- energy (Ha) = -6082.83453
- Kohn-Sham gap (Ha) = 0.2902
- HOMO energy (Eh) = -0.2447
- charge = -1

=====

Entry 2:
ORCA calculation (wB97M-V/def2-TZVPD) on C21H9BrCl4F5O4Yb as an isolated structure.

Structure (XYZ):
```
45
Properties=species:S:1:pos:R:3
Yb -0.6074 -0.1799 0.0603
Cl -1.2363 -3.7495 -5.9820
C -1.3524 -3.3248 -4.2984
C -1.6247 -4.2937 -3.3031
Cl -1.8369 -5.9576 -3.7569
C -1.6718 -3.8938 -1.9792
Cl -2.0855 -4.9921 -0.7310
C -1.3732 -2.5828 -1.5843
O -1.3606 -2.1824 -0.3544
C -1.0045 -1.6236 -2.5705
O -0.6815 -0.4433 -2.1255
C -1.0267 -2.0295 -3.9228
Cl -0.5742 -0.8241 -5.0920
C -4.8260 0.7583 2.9742
C -4.8863 0.6591 1.5987
C -3.7326 0.4879 0.8598
C -2.4373 0.4275 1.4462
C -2.4524 0.4822 2.8451
C -3.5954 0.6480 3.6171
H -5.7309 0.9427 3.5367
H -5.8367 0.7590 1.0717
H -3.7952 0.4240 -0.2574
H -1.4981 0.3975 3.3182
H -3.4830 0.7054 4.6915
Br 6.6183 1.2118 0.3924
C 4.9356 1.9569 -0.1817
C 4.2146 1.2707 -1.1509
C 2.8549 1.6341 -1.2958
C 2.3038 2.6857 -0.6092
C 3.1163 3.4802 0.1952
C 4.4217 3.0790 0.4533
C 0.7782 2.9149 -0.5295
O 0.3993 4.0772 -0.3821
O 0.0599 1.8573 -0.5808
H 4.6320 0.4316 -1.6756
H 2.3102 1.0769 -2.0386
H 2.6523 4.3226 0.6948
H 4.9774 3.5582 1.2511
F 1.9090 -0.4011 0.3986
C 1.1865 -0.5671 1.6743
F 0.9324 0.8221 2.0048
C 2.3264 -0.9221 2.5870
F 1.9073 -0.8483 3.8801
F 2.8015 -2.1578 2.4082
F 3.3719 -0.0975 2.4427
```

Values from the calculation:
- maximum force (hartree/bohr) = 0.0384
- spin multiplicity = 2
- energy (Ha) = -7179.62441
- Kohn-Sham gap (Ha) = 0.2236
- HOMO energy (Eh) = -0.0799
- charge = -2

=====

Entry 3:
ORCA calculation (wB97M-V/def2-TZVPD) on a 32-piece molecular cluster, C22H100F5O31S overall.

Structure (XYZ):
```
159
Properties=species:S:1:pos:R:3
C -5.4082 -0.0640 2.6658
C -5.0924 0.8587 1.7651
S -4.5983 1.8624 0.2683
C -6.0062 3.0467 -0.1209
C -6.9521 2.4483 -1.3226
C -6.1243 2.1298 -2.6842
C -5.8939 0.5021 -2.7828
C -4.3213 0.1808 -3.0181
C -4.1433 -1.4433 -2.8534
C -3.0672 -1.8617 -1.7147
C -2.0858 -3.0798 -2.1972
C -1.2097 -3.4813 -0.8777
C 0.1217 -2.5675 -0.9146
C 1.2681 -3.0936 -1.9389
C 2.2253 -1.8395 -2.3952
C 3.1407 -1.2725 -1.1528
C 3.8818 0.1174 -1.5078
C 4.2275 1.0573 -0.2363
C 3.0333 1.2270 0.8358
C 3.2053 2.4683 1.8531
C 4.1997 2.1195 3.1177
C -3.0438 2.7816 0.7562
F -2.3846 2.0530 1.8285
F -3.2829 4.1165 1.2601
C -1.9789 2.7668 -0.4874
F -2.6106 2.9819 -1.7531
F -1.3150 1.4839 -0.4749
F -0.9432 3.7613 -0.3340
H -5.7679 -1.0381 3.1913
H -6.6502 3.1159 0.8456
H -5.6345 4.0763 -0.4750
H -7.7544 3.2418 -1.5895
H -7.5020 1.5039 -0.9647
H -5.1296 2.7110 -2.7325
H -6.7642 2.4785 -3.5992
H -6.4672 0.1149 -3.7201
H -6.2618 -0.0446 -1.8189
H -3.7060 0.6623 -2.1724
H -3.9416 0.5430 -4.0566
H -5.1707 -1.8591 -2.4896
H -3.8570 -1.9321 -3.8652
H -3.6353 -2.2267 -0.7654
H -2.3938 -0.9874 -1.3596
H -1.3369 -2.6335 -2.9517
H -2.6565 -4.0025 -2.5793
H -1.8475 -3.2646 0.0755
H -0.9103 -4.5966 -0.8366
H -0.1725 -1.5004 -1.2960
H 0.6131 -2.4164 0.1178
H 1.9757 -3.8302 -1.3943
H 0.7831 -3.6136 -2.8600
H 2.9271 -2.1561 -3.2572
H 1.5261 -1.0267 -2.8301
H 2.4405 -1.2331 -0.2418
H 3.9243 -2.1024 -0.9145
H 3.3459 0.7615 -2.3031
H 4.9057 -0.1786 -1.9863
H 4.5571 2.1066 -0.6538
H 5.1898 0.6249 0.2666
H 3.0035 0.2337 1.4535
H 2.0131 1.2522 0.2703
H 3.4795 3.4657 1.3505
H 2.1571 2.6294 2.3493
H 3.6638 2.4082 4.1085
H 4.4541 0.9906 3.1613
H 5.1646 2.7367 3.0319
O -6.3796 3.8366 -5.3813
H -5.5258 4.0423 -5.7848
H -6.8455 4.6834 -5.3776
O 6.1623 3.1224 -1.9350
H 7.0159 3.3291 -2.3407
H 5.6950 3.9678 -1.9325
O -6.7357 -2.8962 3.6833
H -7.6725 -2.8860 3.4389
H -6.6660 -3.6276 4.3160
O -7.0310 -4.8001 1.1321
H -6.8824 -4.1983 1.8737
H -7.8822 -4.5214 0.7689
O 2.6887 -3.5687 0.7499
H 3.6262 -3.7178 0.5697
H 2.6882 -2.8771 1.4256
O -2.4433 -4.9718 1.6302
H -2.2720 -4.3943 2.3874
H -3.2932 -4.6637 1.2893
O 5.7276 0.4204 -4.2128
H 6.6643 0.2702 -4.3926
H 5.7277 1.1127 -3.5371
O 4.9787 -1.7395 2.1849
H 5.9171 -1.8899 2.0064
H 4.9780 -1.0504 2.8626
O -9.1256 3.5471 1.2972
H -9.1238 3.4428 2.2582
H -9.5259 4.4159 1.1577
O -4.5925 -4.7792 4.8029
H -4.2190 -3.8930 4.8839
H -4.3407 -5.0575 3.9119
O -3.4343 -2.6470 3.1509
H -3.2626 -2.0697 3.9077
H -4.2838 -2.3392 2.8097
O 0.3296 -4.1236 3.3169
H 0.5154 -5.0643 3.4365
H 0.0911 -4.0493 2.3822
O 5.7635 4.6169 1.6529
H 6.1411 5.5046 1.7176
H 6.0075 4.3235 0.7642
O -1.6926 6.3820 1.8938
H -1.0892 5.9513 2.5147
H -2.2639 5.6647 1.5901
O 7.5812 2.4815 -4.3646
H 6.8656 2.9213 -4.8461
H 8.3548 2.6068 -4.9308
O -0.4111 -6.9599 -1.2758
H -0.8072 -6.7697 -0.4161
H -0.7575 -7.8327 -1.5043
O -6.1928 -7.2855 -0.2972
H -5.2466 -7.4177 -0.4517
H -6.2251 -6.5809 0.3644
O 0.7517 7.6805 2.9235
H 0.1511 7.6488 2.1643
H 0.1742 7.5319 3.6842
O -3.4961 -8.4370 -1.4390
H -3.2916 -9.3689 -1.2842
H -3.7190 -8.3993 -2.3787
O 5.4698 3.9663 -6.3860
H 5.7003 3.6617 -7.2737
H 4.5178 4.1237 -6.4328
O 5.3022 -3.6322 3.9522
H 4.6974 -3.6699 3.1995
H 4.7327 -3.7841 4.7178
O 1.8448 6.7444 0.4248
H 1.4450 6.9442 1.2833
H 1.4935 5.8729 0.2002
O 5.7839 5.2924 4.9676
H 6.0113 4.9818 4.0805
H 4.8325 5.4561 4.9209
O -8.8346 -0.5808 4.3403
H -7.8923 -0.7160 4.1779
H -8.8589 0.1222 5.0031
O 1.6718 -0.6616 -4.9443
H 2.5275 -0.4578 -5.3463
H 1.2080 0.1860 -4.9398
O 8.0155 -2.4925 3.4509
H 7.0726 -2.7080 3.4474
H 8.3293 -2.8333 4.2982
O -1.3119 -8.4509 1.4865
H -1.3098 -8.5624 2.4462
H -1.7128 -7.5806 1.3540
O 8.6257 2.2443 -0.4905
H 8.8578 1.9416 -1.3782
H 7.6717 2.4017 -0.5391
O 7.5860 5.1590 -2.9361
H 7.9568 6.0486 -2.8639
H 7.8341 4.8734 -3.8257
O 3.7813 7.6909 3.7829
H 4.0152 7.3879 2.8957
H 2.8312 7.8596 3.7283
O 6.1479 -2.1442 -0.8648
H 5.8779 -2.1474 0.0633
H 6.8064 -1.4382 -0.9143
```

Values from the calculation:
- maximum force (hartree/bohr) = 0.1492
- energy relative to the best compared isomer or geometry (same formula, charge and spin) (kcal/mol) = 71.47
- energy (Ha) = -4127.46164
- Kohn-Sham gap (Ha) = 0.2231
- HOMO energy (Eh) = -0.4042
- charge = +1

=====

Entry 4:
ORCA calculation (wB97M-V/def2-TZVPD) on C22H10Cl3F5FeNO2 as an isolated structure.

Structure (XYZ):
```
44
Properties=species:S:1:pos:R:3
Fe 0.0027 0.0938 -0.0990
Cl -4.3540 -1.2117 1.7890
C -4.1270 -0.9761 0.1046
C -5.1693 -1.2323 -0.7804
C -4.9958 -1.0699 -2.1351
Cl -6.3230 -1.3817 -3.1924
C -3.7568 -0.6415 -2.6676
C -3.4927 -0.4486 -4.0379
C -2.2567 0.0034 -4.4269
C -1.2820 0.2495 -3.4515
N -1.4863 0.0612 -2.1676
C -2.6995 -0.3648 -1.7605
C -2.8683 -0.5273 -0.3367
O -1.8964 -0.2737 0.4526
H -6.1188 -1.5599 -0.3885
H -4.2698 -0.6463 -4.7618
H -2.0282 0.1729 -5.4665
H -0.3073 0.6177 -3.7374
Cl 4.3441 -1.4791 3.7119
C 3.2815 -1.7058 2.3914
C 3.6875 -1.3335 1.1081
C 2.8473 -1.5216 0.0435
C 1.5434 -2.0784 0.2168
C 0.6700 -2.2375 -0.8602
C 1.1703 -2.4518 1.5423
C 2.0192 -2.2635 2.5997
H 4.6619 -0.8881 0.9689
H 3.1601 -1.2411 -0.9544
H -0.2546 -2.7770 -0.7306
H 1.0145 -2.0841 -1.8706
H 0.1880 -2.8714 1.6999
H 1.7156 -2.5271 3.6003
F 3.4790 5.5117 2.1907
C 2.8733 4.3204 2.0837
C 2.1240 4.0042 0.9544
F 1.9768 4.9008 -0.0277
C 1.5524 2.7520 0.8644
F 0.8338 2.3653 -0.2578
C 1.6720 1.7392 1.8472
O 1.1529 0.5901 1.6709
C 2.4205 2.1238 2.9905
F 2.5716 1.2409 3.9915
C 3.0049 3.3720 3.0998
F 3.7196 3.6751 4.1889
```

Values from the calculation:
- maximum force (hartree/bohr) = 0.0445
- energy relative to the best compared isomer or geometry (same formula, charge and spin) (kcal/mol) = 32.87
- spin multiplicity = 6
- energy (Ha) = -4193.17001
- Kohn-Sham gap (alpha / beta) (Ha) = 0.2728 / 0.2144
- HOMO energy (alpha / beta) (Eh) = -0.2884 / -0.2906

=====

Entry 5:
ORCA calculation (wB97M-V/def2-TZVPD) on C22H12DyF18N2O6S2 as an isolated structure.

Structure (XYZ):
```
63
Properties=species:S:1:pos:R:3
Dy -0.2411 0.9402 -1.0810
C 4.4588 -0.5695 4.3586
C 3.2872 -0.5643 3.4035
C 2.0335 -1.0391 3.7746
C 0.9772 -1.0275 2.8886
C 1.0951 -0.5614 1.5647
N -0.0122 -0.6077 0.7048
C -0.7610 -1.7759 0.7504
C -0.1802 -3.0086 1.1205
C -0.9166 -4.1647 1.2689
C -2.2882 -4.1756 1.0466
C -3.1148 -5.4302 1.2151
C -2.8601 -2.9944 0.6000
C -2.1331 -1.8179 0.4019
C -2.7533 -0.5553 -0.2175
O -2.0170 -0.0719 -1.2666
C -2.8742 0.5691 0.9097
F -4.0237 1.2560 0.9053
F -2.7117 0.0993 2.1431
F -1.8981 1.5245 0.7338
C -4.1810 -0.8232 -0.7742
F -4.1726 -1.8522 -1.6295
F -5.0800 -1.0909 0.1955
F -4.6474 0.2267 -1.4537
C 2.3526 -0.0156 1.2116
C 3.4085 -0.0408 2.1276
C 2.5121 0.6986 -0.1320
O 1.7213 0.2435 -1.1443
C 3.9757 0.7081 -0.6840
F 4.4536 -0.5417 -0.7184
F 4.8489 1.4547 0.0230
F 4.0114 1.1868 -1.9293
C 2.1245 2.2062 0.1530
F 0.8765 2.2391 0.7507
F 1.9644 2.8902 -0.9925
F 2.9273 2.9194 0.9271
H 4.2592 -1.2092 5.2202
H 4.6731 0.4353 4.7353
H 5.3646 -0.9341 3.8704
H 1.8816 -1.4192 4.7821
H 0.0081 -1.3926 3.2071
H 0.8877 -3.0381 1.2959
H -0.4106 -5.0823 1.5617
H -2.7058 -6.0700 1.9998
H -3.1446 -6.0209 0.2939
H -4.1463 -5.1888 1.4807
H -3.9203 -3.0164 0.3971
H 4.3686 0.3689 1.8440
F -3.6949 3.4149 -3.5931
C -2.8431 2.7931 -2.7927
F -3.4399 2.5306 -1.6402
F -2.4295 1.6699 -3.3908
S -1.3565 3.8402 -2.4434
O -0.7004 3.1125 -1.3447
O -1.8688 5.1357 -2.1579
N -0.5663 3.7970 -3.7967
S 0.2790 2.5332 -4.2478
O -0.0340 2.1106 -5.5706
O 0.3721 1.5058 -3.2159
C 1.9524 3.2862 -4.3763
F 2.2287 4.0313 -3.3185
F 2.8523 2.3234 -4.4911
F 1.9712 4.0491 -5.4642
```

Values from the calculation:
- maximum force (hartree/bohr) = 0.0326
- energy relative to the best compared isomer or geometry (same formula, charge and spin) (kcal/mol) = 44.50
- spin multiplicity = 6
- energy (Ha) = -4885.77631
- Kohn-Sham gap (alpha / beta) (Ha) = 0.2543 / 0.2557
- HOMO energy (alpha / beta) (Eh) = -0.1575 / -0.1578
- charge = -1

=====

Which value of maximum force does entry 2 give?
0.0384 hartree/bohr

=====

Which value of maximum force does entry 1 give?
0.2190 hartree/bohr

=====

Which of these has the lowest maximum force?
C22H12DyF18N2O6S2